# C19H14BrN3NaO3SbSe4

A structure of composition C19H14BrN3NaO3SbSe4 (wB97M-V/def2-TZVPD, OMol25).

Computed properties:
2S+1: 1
HOMO energy: -1.80 eV
energy above the lowest of the compared OMol25 structures with the same formula, charge and spin: 1.214 eV
strongest force on any atom: 0.018 Eh/bohr
total charge: -2

```
46
Properties=species:S:1:pos:R:3:forces:R:3:nbo_charge:R:1
Na -0.0046 0.1740 0.1101 0.34 -0.60 -0.63 0.889
O -1.2220 0.3446 -1.5586 -0.48 0.00 -0.57 -0.825
C -2.0133 1.2765 -1.9773 -0.03 0.27 0.06 0.389
C -2.7624 1.1337 -3.1744 0.00 0.12 0.08 -0.323
C -3.5562 2.1496 -3.6674 -0.01 -0.02 -0.05 -0.184
C -3.6698 3.3732 -3.0063 0.07 -0.08 0.06 -0.324
C -2.9582 3.5403 -1.8284 -0.06 0.02 -0.12 -0.186
C -2.1585 2.5352 -1.2899 0.19 -0.02 0.24 -0.152
C -1.4735 2.8367 -0.0183 -0.24 -0.21 -0.28 0.090
N -1.1159 1.9225 0.7899 0.21 0.41 0.57 -0.357
N -0.4708 2.3367 1.9641 -0.14 -0.21 -0.21 -0.502
C 0.1382 1.3189 2.5518 0.03 0.36 0.28 0.545
O 0.2661 0.1177 2.1730 -0.04 0.23 0.83 -0.814
C 0.8042 1.7022 3.8639 -0.04 -0.05 -0.11 -0.086
C 0.8527 3.0167 4.3266 -0.01 -0.01 0.04 -0.138
C 1.4883 3.3201 5.5222 -0.01 -0.04 -0.02 -0.255
C 2.0847 2.3142 6.2774 -0.02 0.00 -0.06 -0.247
C 2.0381 1.0031 5.8224 -0.04 0.00 -0.07 -0.222
C 1.4041 0.7023 4.6207 0.06 0.02 0.09 -0.208
H -2.6676 0.2041 -3.7216 0.02 0.00 -0.01 0.224
H -4.0731 1.9905 -4.6082 0.00 0.01 0.01 0.199
H -4.2764 4.1745 -3.4101 0.00 0.00 0.00 0.186
H -3.0180 4.4858 -1.2940 0.01 -0.02 0.00 0.182
H -1.2872 3.8884 0.2270 -0.08 0.03 0.05 0.143
H 0.3824 3.7825 3.7246 0.01 0.00 0.01 0.230
H 1.5233 4.3478 5.8667 0.00 0.00 0.00 0.193
H 2.5869 2.5539 7.2080 -0.01 0.00 0.00 0.191
H 2.5029 0.2123 6.4010 0.00 0.00 0.00 0.191
H 1.3624 -0.3081 4.2337 0.01 0.01 0.01 0.237
O 2.8420 -5.6909 0.1998 -0.04 0.17 0.01 -0.663
C 2.1867 -4.4946 0.1246 0.14 -0.23 0.02 0.342
C 0.8509 -4.3997 -0.2426 -0.03 0.02 -0.02 -0.344
C 0.2867 -3.1423 -0.3012 -0.01 0.18 -0.04 0.087
N 0.9539 -2.0193 -0.0183 0.15 -0.31 0.10 -0.481
C 2.2138 -2.1495 0.3347 0.04 0.09 0.02 0.195
Br 3.1584 -0.5441 0.7176 0.00 -0.16 -0.07 0.078
C 2.8980 -3.3518 0.4284 0.01 0.13 0.01 -0.338
H 2.2530 -6.3771 -0.1232 -0.05 -0.12 -0.03 0.476
H 0.2697 -5.2780 -0.4962 0.00 0.01 0.00 0.211
H -0.7449 -3.0125 -0.6064 0.01 0.02 0.00 0.219
H 3.9399 -3.3964 0.7060 -0.01 0.00 0.00 0.236
Se 1.3425 -2.1895 -5.0342 -0.11 0.02 0.20 -0.498
Sb 0.4529 0.1734 -5.2599 0.07 0.09 -0.22 1.083
Se -1.3212 0.3884 -6.8607 -0.04 -0.06 0.02 -0.743
Se 2.1268 1.8679 -5.0295 0.02 0.02 0.03 -0.730
Se -0.0152 -1.1536 -3.1694 0.07 -0.09 -0.22 -0.197
```
Positions in Å, forces in eV/Å.

***

# C28H38AlBCl3F9N4NaO18P2S2

A structure of composition C28H38AlBCl3F9N4NaO18P2S2 in a non-equilibrium geometry (wB97M-V/def2-TZVPD, OMol25).

Computed properties:
2S+1: 1
HOMO energy: -9.38 eV
strongest force on any atom: 0.065 Eh/bohr
total charge: +1

```
107
Properties=species:S:1:pos:R:3:forces:R:3:lowdin_charge:R:1
C -2.9561 3.4821 6.5859 -0.29 -0.27 0.58 -0.054
C -3.8265 2.4936 5.7569 0.06 0.91 0.86 -0.251
O -3.3837 2.3974 4.3783 0.05 -0.92 0.43 -0.193
C -4.0779 1.3312 3.7621 -0.60 -0.27 -0.12 -0.170
C -3.3070 0.6968 2.5956 -1.36 0.34 -1.58 -0.063
C -3.9934 0.5573 1.3457 1.12 -0.62 -0.45 -0.091
F -5.2660 0.9793 1.2051 1.07 -0.21 0.36 0.121
C -3.3910 -0.0632 0.2042 0.54 0.63 1.84 0.079
C -4.2081 -0.1941 -1.0927 -0.66 -0.22 -0.67 -0.376
O -4.6695 -1.2186 -1.4909 0.63 0.27 0.73 0.211
O -4.4388 0.9823 -1.8182 1.17 -0.25 0.57 0.000
C -3.7026 0.9535 -3.0431 1.18 0.05 -1.31 -0.137
C -2.1747 1.3484 -2.8636 -0.65 -0.21 -0.39 -0.134
C -1.8074 2.6963 -3.5417 0.07 0.70 -0.09 -0.145
C -0.2944 3.0160 -3.3876 -0.32 -0.61 0.30 -0.208
O 0.0576 3.4378 -2.0426 0.82 0.98 -0.90 -0.032
C 0.2391 4.7993 -1.9500 -0.37 0.25 0.60 -0.405
O -0.6045 5.6208 -2.1783 0.30 -0.56 -0.58 0.116
C -2.0331 -0.5384 0.3595 -1.18 0.69 -0.02 0.002
C -1.3946 -1.2193 -0.8271 0.36 -1.83 -0.59 -0.146
C -1.8416 -2.5580 -1.1711 1.26 0.58 -1.24 0.035
C -1.2149 -3.1780 -2.3042 -0.09 1.74 1.10 -0.001
C -0.2114 -2.4253 -2.9976 -0.18 -1.28 -0.41 -0.093
N 0.2402 -1.1987 -2.6830 -1.49 -0.54 0.64 0.092
C -0.3624 -0.6457 -1.6252 -0.29 0.33 1.34 -0.158
C -1.3998 -0.3512 1.6232 -1.26 -0.34 -1.79 -0.199
O -0.0851 -0.8133 1.7478 -0.26 2.29 -0.27 0.066
C 0.7269 0.1428 1.2327 0.55 -1.66 0.77 -0.276
N 1.6228 0.7587 0.8486 -0.71 0.21 -0.03 0.247
N -2.0191 0.2428 2.6804 -0.81 -1.10 0.27 -0.093
P -1.1174 0.3834 4.2335 1.59 1.83 0.65 1.051
P -0.3382 -1.6072 4.7353 -0.55 -2.95 0.69 0.308
O -1.1823 -2.6968 4.2197 0.64 0.83 -0.43 -0.307
O -0.3681 -1.6892 6.3846 2.14 1.28 -2.22 -0.348
O 1.2146 -1.6719 4.2275 -1.49 1.30 0.74 -0.151
H -3.4469 4.4731 6.7079 0.58 -0.58 -0.45 0.083
H -2.8917 3.0696 7.6219 -0.02 0.26 -0.74 0.089
H -1.9102 3.5700 6.2287 -0.72 0.02 -0.03 0.059
H -4.8717 2.8898 5.7612 0.60 -0.61 -0.02 0.134
H -3.7860 1.5022 6.2706 -0.13 0.45 -0.68 0.096
H -5.0587 1.7183 3.3916 0.73 -0.46 -0.03 0.148
H -4.3424 0.4964 4.4658 0.46 0.54 -0.26 0.151
H -4.1295 1.6491 -3.7968 -0.32 -0.36 0.86 0.133
H -3.7197 -0.0558 -3.5125 -0.28 0.56 0.52 0.140
H -1.5593 0.5509 -3.3363 -0.34 0.58 0.47 0.113
H -1.9781 1.3645 -1.7715 0.14 0.27 -0.80 0.114
H -2.0397 2.6750 -4.6441 0.10 -0.40 0.68 0.122
H -2.4156 3.5457 -3.1434 0.52 -0.57 -0.09 0.144
H 0.0676 3.8554 -4.0862 -0.51 -0.83 0.84 -0.082
H 0.3651 2.1436 -3.6214 -0.59 0.45 0.20 0.167
H 1.2691 5.1522 -1.6578 -0.45 -0.70 0.41 0.154
H -2.6377 -3.0828 -0.6163 0.55 0.44 -0.24 0.132
H -1.5012 -4.1891 -2.6394 0.28 0.72 0.18 0.112
H 0.2471 -2.9077 -3.8855 -0.12 0.45 0.71 0.125
H -0.0238 0.3740 -1.3389 -0.07 -0.78 -0.24 0.104
H -2.0394 0.6390 5.2848 -0.34 -0.83 -0.73 -0.060
H 0.3621 -1.1247 6.7184 -0.31 -0.40 0.40 0.093
H 1.5858 -0.7657 4.1350 0.10 -0.34 0.06 0.057
Cl -2.7363 -1.5676 6.9864 -1.14 0.35 0.21 -0.021
Al 1.8794 5.1316 -4.2281 1.40 0.92 0.32 1.281
C 1.6676 -6.6683 -1.5141 0.33 0.26 0.02 0.072
N 0.5911 -6.6153 -2.5386 0.44 0.02 0.23 -0.417
O 0.6734 -5.7488 -3.3884 -0.38 -0.09 -0.11 0.063
O -0.2968 -7.4403 -2.4578 -0.48 0.64 0.02 0.045
H 2.3811 -5.8733 -1.7205 -0.09 0.01 -0.13 0.084
H 1.2001 -6.5296 -0.5421 -0.04 -0.17 -0.04 0.108
H 2.1407 -7.6435 -1.5854 -0.15 -0.03 0.13 0.073
C 2.3359 -10.6266 -4.5738 -0.34 -0.44 -0.61 -0.076
C 2.6533 -11.9596 -3.9487 -0.03 -0.53 -0.23 -0.092
O 3.2199 -11.5938 -2.6854 -0.38 0.60 -0.30 0.102
C 2.7658 -10.3657 -2.3658 0.46 -0.77 1.31 -0.505
O 2.9073 -9.8363 -1.3188 -0.12 0.22 -0.40 0.222
O 2.1020 -9.7945 -3.4411 0.17 0.43 -0.34 0.049
H 1.4580 -10.6599 -5.2167 -0.06 0.26 0.15 0.152
H 3.1756 -10.2138 -5.1401 0.01 0.18 0.18 0.158
H 1.7604 -12.5626 -3.7725 0.01 0.07 0.04 0.145
H 3.3616 -12.5390 -4.5375 0.11 0.05 0.19 0.143
C 4.0551 -2.0043 -1.6473 0.25 0.16 0.54 -0.655
F 2.8050 -2.0467 -1.1456 -0.15 -0.04 -0.08 0.082
F 4.4285 -0.7077 -1.6403 -0.11 -0.11 -0.27 0.094
F 4.8475 -2.6274 -0.7603 -0.12 -0.07 -0.33 0.118
S 4.1334 -2.7612 -3.3325 0.26 -0.50 -0.94 0.443
O 3.2154 -1.9558 -4.1204 -0.12 0.14 0.40 -0.341
O 3.6925 -4.1287 -3.1209 -0.12 0.31 0.39 -0.315
O 5.5202 -2.6330 -3.7171 -0.16 0.19 0.36 -0.297
C 0.4180 9.0745 -2.5629 -0.21 -0.04 0.72 -1.031
Cl 1.4289 9.1089 -4.0320 0.02 -0.50 -0.38 0.478
Cl 1.3850 9.2398 -1.1150 0.04 0.02 0.05 0.644
H -0.3039 9.8842 -2.6189 0.18 0.06 -0.13 0.039
H -0.1003 8.1209 -2.5193 0.00 0.07 -0.17 -0.019
B 3.5253 10.5279 1.7198 0.23 0.38 0.20 -1.233
F 4.5676 10.4269 0.7632 -0.37 -0.13 0.12 0.056
F 2.4691 11.3175 1.1842 0.17 -0.41 0.00 0.037
F 3.0305 9.2212 2.0158 -0.03 0.11 -0.23 0.027
F 4.0142 11.1279 2.8964 -0.19 -0.27 -0.35 0.080
C 3.1666 3.5715 3.2043 0.04 -0.03 -0.09 -0.258
S 2.1656 2.9401 4.5570 0.29 0.24 0.05 0.843
O 1.4590 1.7150 4.0536 0.12 -0.09 -0.04 -0.673
C 0.9686 4.2825 4.5567 -0.13 -0.05 -0.06 -0.253
H 3.9636 2.8563 3.0057 -0.06 -0.03 0.07 0.057
H 2.5517 3.6883 2.3112 -0.06 -0.05 0.06 0.048
H 3.6020 4.5289 3.4920 -0.03 -0.02 0.06 0.065
H 0.4918 4.3552 3.5783 0.05 -0.05 -0.01 0.059
H 1.4740 5.2170 4.8007 0.04 -0.04 0.01 0.068
H 0.2148 4.0700 5.3134 0.08 -0.04 0.01 0.029
F 0.2606 -9.6287 -3.0088 0.54 -0.49 -0.12 -0.070
Na -0.6673 4.5319 -5.7676 -1.00 0.09 -0.85 0.670
```
Positions in Å, forces in eV/Å.

***

# C17H45BaF3LiN4O13S

A structure of composition C17H45BaF3LiN4O13S in a non-equilibrium geometry (wB97M-V/def2-TZVPD, OMol25).

Computed properties:
2S+1: 1
HOMO energy: -9.83 eV
energy above the lowest of the compared OMol25 structures with the same formula, charge and spin: 12.846 eV
strongest force on any atom: 0.075 Eh/bohr
total charge: +1

```
85
Properties=species:S:1:pos:R:3:forces:R:3:lowdin_charge:R:1
Li 4.0906 2.5463 0.1124 -0.16 0.20 0.75 0.904
Ba -2.0840 0.8684 -4.0076 -0.05 0.78 0.98 1.824
N -0.0004 -0.2706 0.8872 3.30 -1.01 0.65 -0.690
O -0.4779 -0.8649 -0.0637 -2.46 -0.60 -2.87 -0.106
O 0.3166 0.9134 0.8094 -0.50 1.74 -0.05 -0.075
O 0.4222 -0.9715 1.8124 -0.31 -0.05 1.51 -0.056
C 0.1078 7.8001 -1.3311 1.63 0.19 -0.92 -0.709
F 0.9605 8.8478 -1.3962 0.76 -0.69 0.37 0.109
F -0.2781 7.6294 -0.1086 0.20 -0.77 2.25 0.162
F -0.9397 8.2417 -1.9515 -1.95 -0.18 -1.93 0.152
S 0.8648 6.2123 -2.1438 -1.11 -2.03 -3.05 0.464
O -0.2203 5.1908 -2.2358 0.07 1.56 0.61 -0.427
O 1.2523 6.6794 -3.4720 -0.43 0.58 0.98 -0.355
O 1.9663 5.6524 -1.4106 0.80 0.65 1.59 -0.365
C 5.0788 1.4870 5.5742 1.62 -0.75 0.34 -0.062
C 4.8557 2.2803 4.3083 -1.72 0.30 -0.65 -0.446
C 5.3048 3.7537 4.3640 -1.01 0.05 -0.69 -0.148
O 5.1610 4.3778 3.0405 -0.19 -0.82 0.48 -0.216
C 5.4957 5.7462 2.8843 1.12 0.37 1.10 -0.113
N 5.3530 1.6867 3.0625 0.96 -0.81 -0.26 0.028
H 5.0097 0.4132 5.4003 0.11 -0.10 -0.58 0.078
H 4.4007 1.5514 6.4252 -0.08 1.05 -0.19 0.087
H 6.1112 1.6658 5.8747 0.09 -0.14 0.61 0.080
H 3.7679 2.2384 4.2535 -0.22 0.54 -0.67 0.133
H 6.3131 3.8211 4.7724 0.27 0.23 -0.24 0.126
H 4.5892 4.1808 5.0665 0.24 0.65 0.10 0.129
H 5.2782 6.1652 1.9019 -0.66 -0.59 0.01 0.087
H 6.5680 5.9143 2.9850 0.44 -0.34 0.03 0.079
H 5.1013 6.3911 3.6696 -0.65 -0.07 -0.04 0.087
H 5.4164 0.6819 3.1435 -1.16 -0.67 0.17 0.067
H 6.3586 1.7797 3.0530 0.61 1.10 -0.21 0.072
C 0.3116 -4.7430 -6.9618 0.76 1.34 -1.03 -0.080
C 0.0422 -5.3211 -5.6387 -2.64 -0.40 1.50 -0.484
C 0.9563 -6.4060 -5.1326 0.32 -0.50 -1.26 -0.213
O 0.5035 -7.0170 -3.9361 -0.06 1.43 -1.14 -0.163
C 1.3326 -8.0260 -3.4366 -0.05 -0.78 0.53 -0.105
N -0.1846 -4.2359 -4.6793 0.97 0.56 0.26 0.030
H 1.1140 -4.0143 -6.8459 0.73 -0.25 -0.41 0.078
H -0.4943 -4.0762 -7.2686 -0.42 -0.32 0.09 0.076
H 0.4831 -5.4394 -7.7825 0.25 -0.04 0.23 0.092
H -0.9814 -5.6875 -5.7166 0.03 -1.05 0.00 0.141
H 2.0031 -6.1023 -5.1217 0.27 0.64 0.85 0.130
H 1.0242 -7.0576 -6.0038 -0.41 -1.09 0.10 0.126
H 2.2942 -8.1248 -3.9403 0.01 0.21 -0.13 0.089
H 0.7988 -8.9728 -3.5189 0.12 -0.19 -0.08 0.090
H 1.5003 -7.8495 -2.3742 0.12 0.08 0.01 0.088
H 0.7489 -3.8659 -4.5709 0.39 0.78 0.21 0.060
H -0.3130 -4.6645 -3.7738 -0.43 -0.24 0.30 0.067
C -6.4985 3.8119 -4.8528 -0.44 0.07 2.43 -0.051
C -5.4312 4.6847 -4.1357 -1.25 1.27 -0.33 -0.435
C -5.2743 4.6665 -2.5476 -0.05 -3.28 -2.04 -0.089
O -5.0001 3.2308 -2.2100 -0.15 2.11 -0.14 -0.272
C -4.7781 3.0648 -0.8004 -0.06 -1.23 -1.19 -0.098
N -4.1685 4.7047 -4.8480 1.04 0.03 0.00 0.020
H -7.3726 4.1848 -4.3189 -0.58 -0.64 0.01 0.079
H -6.3899 2.7532 -4.6172 -0.02 -0.08 -0.07 0.061
H -6.7937 3.9343 -5.8949 0.99 0.44 -0.14 0.080
H -5.7867 5.6992 -4.3162 -0.72 0.27 0.37 0.125
H -6.2069 4.8909 -2.0299 0.04 0.42 -0.20 0.124
H -4.4395 5.3000 -2.2477 -0.02 0.02 0.03 0.128
H -3.7419 3.3392 -0.6024 -0.17 0.10 0.64 0.094
H -4.9583 1.9917 -0.7364 0.47 -0.16 0.75 0.083
H -5.5289 3.5134 -0.1499 0.15 0.52 -0.17 0.095
H -3.9473 5.6818 -4.7199 1.55 0.11 0.40 0.081
H -4.3890 4.7901 -5.8300 -0.23 -0.68 -0.46 0.068
C -4.4230 -3.5040 4.9854 1.34 -0.33 0.28 -0.249
C -3.4887 -3.1421 6.1490 0.05 0.38 -1.04 -0.258
O -4.0500 -2.0053 6.7432 -0.68 0.57 1.05 -0.062
O -5.6271 -4.0633 5.4781 0.34 -0.35 -0.39 -0.057
H -3.7888 -4.1782 4.4098 -0.65 -0.93 -0.16 0.110
H -4.6427 -2.7190 4.2618 0.09 0.62 0.47 0.114
H -2.4672 -2.8912 5.8630 0.05 0.01 -0.68 0.113
H -3.3467 -4.0181 6.7818 -0.58 -0.04 0.38 0.123
H -3.9854 -2.0047 7.7010 0.18 -0.09 0.02 0.090
H -5.7825 -3.6551 6.3330 -0.14 0.18 0.06 0.075
C 2.0867 -5.6497 2.4324 2.70 1.51 0.51 -0.240
C 3.2932 -4.9094 3.2304 -0.65 -1.16 -1.84 -0.222
O 3.5828 -3.7088 2.5736 -0.14 1.32 -0.28 -0.092
O 0.8849 -5.1242 2.8526 -1.73 -0.77 1.02 -0.060
H 2.1862 -6.7310 2.5274 -0.70 0.00 0.54 0.110
H 2.2355 -5.4438 1.3724 0.32 0.10 -0.18 0.107
H 4.2496 -5.4119 3.0859 -0.24 -0.73 0.58 0.110
H 3.0410 -4.7132 4.2725 -0.09 -0.46 0.11 0.113
H 2.8054 -3.1484 2.6294 -0.07 0.35 -0.07 0.072
H 0.6593 -4.2266 2.5976 0.54 0.02 -0.45 0.090
```
Positions in Å, forces in eV/Å.

***

no.,total energy (eV)
1,-372929.0542
2,-186407.3956
3,-70804.2944